1.
Molecular formula: C56H126N7O14
Method: DFT, wB97M-V/def2-TZVPD

Its total charge is +5. The energy above the lowest of the compared OMol25 structures with the same formula, charge and spin is 617.4 kcal per mole. As for the total energy: -3643.0319 hartree. Its HOMO-LUMO gap is 0.98 eV.

Each line ends with the Mulliken charge.
Element x y z (Å)
C (2.60, -5.29, -0.33)  -0.72
O (1.87, -4.11, -0.02)  -0.30
C (0.52, -4.05, -0.58)  -0.59
C (0.12, -2.54, -0.93)  -0.78
N (1.21, -1.92, -1.62)  -0.01
H (0.44, 0.36, -0.97)  0.22
H (2.12, -1.94, -1.29)  0.23
C (1.18, -1.59, -3.01)  0.13
C (2.45, -1.97, -3.78)  -0.90
O (3.58, -1.56, -3.05)  -0.33
C (4.83, -2.18, -3.42)  -0.90
H (3.66, -5.14, 0.09)  0.20
H (2.60, -5.40, -1.39)  0.32
H (2.15, -6.13, 0.18)  0.31
H (-0.22, -4.48, 0.20)  0.27
H (0.42, -4.59, -1.53)  0.35
H (0.00, -2.06, 0.05)  0.23
H (-0.74, -2.33, -1.50)  0.57
H (1.00, -0.54, -3.05)  -0.09
H (0.25, -2.03, -3.52)  0.33
H (2.37, -1.48, -4.76)  0.40
H (2.54, -3.00, -3.95)  0.49
H (5.02, -2.05, -4.44)  0.38
H (4.79, -3.21, -3.33)  0.36
H (5.58, -1.75, -2.74)  0.23
C (-5.22, 6.71, 0.96)  -0.38
O (-6.21, 7.28, 1.85)  -0.38
C (-7.15, 6.27, 2.19)  -0.55
C (-8.23, 6.95, 3.06)  -0.69
N (-8.69, 8.24, 2.31)  -0.20
H (-7.85, 8.68, 1.79)  0.55
H (-9.35, 8.04, 1.55)  0.42
C (-9.28, 9.24, 3.16)  -0.81
C (-9.37, 10.51, 2.34)  -0.51
O (-8.12, 10.61, 1.65)  -0.38
C (-7.94, 11.64, 0.69)  -0.74
H (-4.56, 7.56, 0.65)  0.25
H (-5.60, 6.12, 0.07)  0.34
H (-4.58, 5.94, 1.52)  -0.06
H (-6.65, 5.46, 2.69)  0.53
H (-7.68, 5.94, 1.34)  0.40
H (-7.91, 7.27, 4.06)  0.33
H (-9.12, 6.33, 3.17)  0.39
H (-8.74, 9.40, 4.12)  0.42
H (-10.25, 8.90, 3.54)  0.38
H (-9.62, 11.37, 2.93)  0.44
H (-10.13, 10.22, 1.58)  0.36
H (-7.77, 12.60, 1.18)  0.28
H (-8.80, 11.61, 0.03)  0.35
H (-6.97, 11.45, 0.19)  0.24
C (16.75, -9.90, 0.92)  -0.05
O (16.31, -9.90, 2.08)  -0.26
C (16.72, -8.95, 3.38)  -0.47
C (15.73, -9.43, 4.44)  -0.86
N (15.55, -9.08, 5.83)  -0.02
H (15.04, -9.94, 6.02)  0.46
H (16.43, -9.12, 6.42)  0.45
C (15.05, -7.74, 6.19)  -0.49
C (14.51, -7.55, 7.63)  -0.74
O (13.20, -7.42, 7.76)  -0.28
C (12.57, -6.63, 8.62)  -0.42
H (17.50, -9.17, 0.50)  0.25
H (16.31, -10.59, 0.13)  0.28
H (9.10, 5.48, 0.42)  -0.15
H (16.88, -8.00, 2.80)  0.45
H (17.82, -9.12, 3.71)  0.34
H (15.90, -10.53, 4.35)  0.37
H (14.70, -9.25, 4.00)  0.34
H (14.29, -7.45, 5.42)  0.40
H (15.88, -7.03, 5.94)  0.38
H (15.13, -6.93, 8.29)  0.53
H (14.57, -8.59, 8.16)  0.28
H (13.28, -5.95, 8.95)  0.32
H (3.34, -1.22, 3.37)  -0.24
H (11.45, -6.64, 8.54)  0.25
C (1.10, -2.95, -10.12)  -1.26
C (-0.19, -2.47, -9.59)  -0.29
C (-1.31, -2.29, -10.59)  -0.54
C (-1.05, -1.23, -11.67)  -0.59
N (-1.43, 0.20, -11.30)  -0.06
C (-1.02, 1.12, -12.40)  -0.35
C (-1.07, 2.54, -11.80)  -0.96
C (-0.68, 2.38, -10.32)  -0.41
C (-0.62, 0.79, -10.08)  -0.77
C (-2.89, 0.44, -11.07)  -0.91
H (1.89, -2.93, -9.33)  0.34
H (1.46, -2.27, -10.87)  0.32
H (1.09, -3.96, -10.65)  0.32
H (-0.13, -1.53, -9.03)  0.13
H (-0.50, -3.17, -8.85)  0.42
H (-2.19, -2.06, -10.00)  0.26
H (-1.59, -3.23, -11.12)  0.40
H (-1.65, -1.47, -12.52)  0.46
H (-0.01, -1.19, -11.91)  0.33
H (-1.70, 1.01, -13.27)  0.39
H (0.01, 0.85, -12.57)  0.44
H (-2.04, 3.01, -11.78)  0.36
H (-0.35, 3.18, -12.33)  0.38
H (-1.43, 2.83, -9.72)  0.29
H (0.26, 2.84, -9.99)  0.38
H (-1.13, 0.49, -9.18)  0.40
H (0.42, 0.42, -10.12)  0.41
H (-3.43, -0.18, -11.81)  0.31
H (-3.02, 1.54, -11.23)  0.41
H (-3.09, 0.15, -10.09)  0.39
C (-7.51, -6.56, 7.20)  -0.99
C (-7.28, -7.21, 5.92)  -0.56
C (-5.95, -7.24, 5.28)  -0.70
C (-5.84, -7.77, 3.89)  -0.45
N (-4.87, -8.89, 3.70)  0.13
C (-3.50, -8.28, 3.62)  -0.64
C (-2.55, -9.43, 3.90)  -0.57
C (-3.44, -10.45, 4.76)  -0.71
C (-4.81, -9.85, 4.81)  -0.58
C (-5.15, -9.56, 2.31)  -0.95
H (-8.29, -6.99, 7.89)  0.35
H (-7.96, -5.63, 6.68)  0.27
H (-6.49, -6.46, 7.69)  0.27
H (-8.16, -7.56, 5.35)  0.31
H (-14.19, -7.95, 8.65)  -0.11
H (-5.15, -7.53, 6.06)  0.44
H (-5.76, -6.22, 5.43)  0.55
H (-5.32, -7.09, 3.20)  0.32
H (-6.77, -8.08, 3.42)  0.63
H (-3.38, -7.72, 2.65)  0.39
H (-3.40, -7.44, 4.40)  0.42
H (-2.36, -10.02, 2.91)  0.24
H (-1.57, -9.05, 4.26)  0.40
H (-3.51, -11.46, 4.27)  0.27
H (-3.07, -10.66, 5.75)  0.45
H (-5.59, -10.58, 4.86)  0.59
H (-4.84, -9.26, 5.71)  0.07
H (-4.37, -10.03, 1.83)  0.41
H (-5.53, -8.78, 1.63)  0.38
H (-6.01, -10.24, 2.47)  0.36
C (0.64, 1.94, 3.28)  -1.84
C (0.10, 2.94, 4.23)  1.77
C (-0.13, 4.23, 3.54)  0.56
C (-0.89, 5.19, 4.43)  -1.33
C (-2.32, 4.72, 4.71)  -0.51
C (-2.25, 3.41, 5.50)  1.11
N (-1.26, 2.47, 4.73)  1.03
O (-1.55, 1.31, 4.60)  -0.42
C (-3.55, 2.62, 5.38)  -1.79
C (-1.80, 3.53, 6.95)  -1.35
C (1.04, 3.19, 5.53)  -1.72
H (-0.20, 1.67, 2.57)  0.31
H (0.89, 1.04, 3.84)  0.53
H (1.52, 2.27, 2.62)  0.36
H (-0.59, 4.13, 2.53)  -1.28
H (0.88, 4.62, 3.19)  0.52
H (-0.88, 6.18, 3.98)  0.39
H (-0.35, 5.26, 5.34)  0.52
H (-2.84, 4.61, 3.75)  0.00
H (-2.92, 5.46, 5.28)  0.62
H (-3.87, 2.28, 4.39)  0.31
H (-4.34, 3.27, 5.80)  0.39
H (-3.54, 1.69, 5.91)  0.45
H (-0.82, 4.12, 7.01)  0.34
H (-1.81, 2.54, 7.49)  0.33
H (-2.48, 4.20, 7.51)  0.39
H (1.06, 4.27, 5.67)  0.44
H (1.96, 2.91, 5.07)  0.49
H (0.88, 2.69, 6.47)  0.33
C (1.24, 4.93, -1.11)  -1.66
C (0.42, 6.26, -1.25)  1.46
C (1.31, 7.47, -1.37)  -0.98
C (2.19, 7.49, -2.64)  -0.65
C (1.28, 7.52, -3.86)  -1.33
C (0.25, 6.31, -3.92)  1.42
N (-0.37, 6.03, -2.56)  0.88
O (-1.42, 5.64, -2.52)  -0.32
C (0.83, 4.94, -4.30)  -1.78
C (-0.83, 6.78, -4.93)  -1.75
C (-0.64, 6.40, -0.10)  -1.84
H (2.04, 4.87, -1.82)  0.49
H (0.58, 4.06, -1.19)  0.06
H (1.63, 4.98, -0.12)  0.56
H (1.95, 7.25, -0.50)  0.44
H (0.88, 8.45, -1.20)  0.33
H (2.96, 6.71, -2.76)  0.36
H (2.81, 8.43, -2.62)  0.44
H (1.79, 7.61, -4.84)  0.48
H (0.72, 8.41, -3.86)  0.54
H (1.89, 4.88, -4.18)  0.37
H (0.76, 4.91, -5.37)  0.59
H (0.24, 4.13, -3.88)  0.30
H (-1.33, 7.64, -4.58)  0.54
H (-1.55, 5.95, -5.22)  0.34
H (-0.25, 7.08, -5.83)  0.42
H (-1.30, 7.18, -0.40)  0.61
H (-0.08, 6.72, 0.81)  0.41
H (-1.28, 5.59, 0.10)  0.24
O (-3.53, 3.10, 0.28)  -0.55
C (-2.45, 3.15, 1.11)  0.46
O (-2.56, 2.89, 2.32)  -0.55
O (-1.37, 3.45, 0.53)  -0.78
H (-4.30, 2.73, 0.68)  0.33
O (-1.07, 2.80, -2.03)  -0.22
C (-0.35, 1.66, -2.09)  0.88
O (0.19, 1.12, -3.04)  -0.78
O (-0.23, 1.06, -0.89)  -0.45
H (-1.30, 3.06, -1.11)  0.21

---

2.
Molecular formula: C14H41N2NbO8PS5
Method: DFT, wB97M-V/def2-TZVPD

Its total charge is -1. As for the total energy: -3658.5347 hartree. Its HOMO-LUMO gap is 6.73 eV.

Each line ends with the Mulliken charge.
Element x y z (Å)
C (0.04, -4.12, 1.02)  -0.95
C (-1.42, -3.70, 1.41)  -0.32
N (-1.97, -2.41, 0.96)  -0.22
Nb (-1.57, -1.67, -0.96)  -0.61
C (-3.57, -2.31, -1.85)  -0.47
C (-4.88, -1.71, -1.20)  -0.05
C (-5.53, -2.56, -0.02)  -0.61
O (-5.44, -1.95, 1.28)  -0.55
N (0.36, -1.03, -0.19)  -0.69
C (0.26, -0.74, 1.07)  0.57
S (0.06, -0.42, 2.69)  -0.26
P (-2.42, 0.74, -0.42)  0.78
O (-3.16, 1.23, -1.69)  -0.67
O (-3.48, 0.71, 0.94)  -0.59
O (-1.19, 1.86, -0.09)  -0.47
H (0.87, -3.42, 1.34)  0.20
H (0.20, -4.40, -0.06)  0.22
H (0.26, -5.08, 1.60)  0.35
H (-2.16, -4.52, 1.14)  0.26
H (-1.44, -3.69, 2.56)  0.25
H (-3.00, -2.49, 1.03)  0.05
H (-1.03, -0.97, -2.58)  0.06
H (-0.90, -3.27, -1.60)  -0.03
H (-3.61, -3.45, -1.94)  0.18
H (-3.54, -1.93, -2.93)  0.48
H (-4.84, -0.64, -0.85)  0.23
H (-5.67, -1.72, -2.03)  0.25
H (-5.10, -3.61, 0.06)  0.22
H (-6.64, -2.69, -0.24)  0.27
H (-5.76, -1.04, 1.29)  0.37
H (-3.39, -0.15, 1.39)  0.37
H (-1.20, 1.94, 0.89)  0.29
C (-5.81, -4.90, -3.46)  -0.62
S (-4.52, -6.14, -3.69)  0.45
O (-3.21, -5.43, -3.71)  -0.54
C (-4.95, -6.53, -5.40)  -0.95
H (-5.71, -4.48, -2.46)  -0.06
H (-5.69, -4.10, -4.20)  0.32
H (-6.79, -5.37, -3.57)  0.47
H (-4.89, -5.63, -6.02)  0.30
H (-5.96, -6.94, -5.44)  0.35
H (-4.24, -7.27, -5.78)  0.32
C (3.38, 0.25, -0.53)  0.09
S (3.89, -1.10, -1.60)  0.50
O (4.16, -2.29, -0.72)  -0.64
C (5.49, -0.38, -2.03)  -0.89
H (2.41, 0.00, -0.10)  -0.42
H (4.10, 0.39, 0.27)  0.28
H (3.29, 1.16, -1.12)  0.19
H (6.08, -0.20, -1.13)  0.26
H (5.33, 0.56, -2.57)  0.28
H (6.02, -1.08, -2.68)  0.36
C (3.98, 4.97, 0.97)  -0.99
S (4.50, 3.61, -0.10)  0.58
O (4.77, 2.43, 0.78)  -0.59
C (6.10, 4.33, -0.54)  -1.01
H (3.01, 4.71, 1.40)  0.40
H (4.70, 5.10, 1.78)  0.23
H (3.89, 5.88, 0.39)  0.39
H (6.69, 4.51, 0.36)  0.32
H (5.94, 5.27, -1.08)  0.36
H (6.62, 3.63, -1.19)  0.32
C (4.25, 6.15, 5.30)  -0.91
S (3.37, 7.26, 4.19)  0.55
O (4.30, 7.64, 3.09)  -0.60
C (3.30, 8.65, 5.34)  -0.97
H (4.44, 5.21, 4.77)  0.30
H (5.20, 6.59, 5.59)  0.31
H (3.64, 5.95, 6.18)  0.37
H (4.31, 8.94, 5.63)  0.30
H (2.72, 8.37, 6.22)  0.36
H (2.81, 9.49, 4.84)  0.32

---

3.
Molecular formula: C38H66Cl18O15
Method: DFT, wB97M-V/def2-TZVPD

As for the total energy: -10899.5705 hartree. Its HOMO-LUMO gap is 9.86 eV.

Each line ends with the Mulliken charge.
Element x y z (Å)
C (-3.91, -0.07, 0.08)  -1.04
C (-4.25, -1.58, 0.19)  0.34
C (-4.67, -2.08, -1.17)  -0.27
O (-3.90, -3.31, -1.17)  -0.35
C (-2.96, -3.31, -0.25)  0.46
O (-2.13, -4.23, -0.08)  -0.71
O (-3.02, -2.22, 0.45)  0.06
H (-3.67, 0.48, 0.99)  0.32
H (-4.87, 0.36, -0.21)  0.43
H (-3.17, 0.19, -0.68)  -0.15
H (-4.95, -1.84, 0.97)  0.41
H (-4.31, -1.45, -1.99)  0.11
H (-5.71, -2.38, -1.14)  0.35
C (3.65, 2.18, -2.17)  -1.52
C (3.04, 1.83, -3.48)  0.65
C (3.96, 0.82, -4.14)  -0.63
O (3.02, 0.00, -4.81)  -0.38
C (1.76, 0.14, -4.27)  0.36
O (0.79, -0.53, -4.64)  -0.45
O (1.77, 1.12, -3.45)  0.07
H (3.89, 1.26, -1.65)  0.31
H (3.10, 2.91, -1.57)  0.16
H (4.55, 2.77, -2.37)  0.47
H (2.89, 2.75, -4.03)  0.31
H (4.55, 0.17, -3.49)  0.31
H (4.61, 1.34, -4.85)  0.37
C (0.37, -7.21, 0.50)  -1.38
C (0.91, -7.32, 1.91)  0.50
C (0.07, -6.83, 3.05)  -0.28
O (-0.49, -8.03, 3.49)  -0.32
C (0.22, -9.01, 3.12)  0.71
O (0.12, -10.21, 3.47)  -0.65
O (1.06, -8.64, 2.24)  -0.37
H (0.83, -7.97, -0.13)  0.36
H (0.61, -6.24, 0.06)  0.38
H (-0.70, -7.40, 0.45)  0.28
H (1.89, -6.85, 2.01)  0.34
H (-0.73, -6.13, 2.80)  0.16
H (0.71, -6.42, 3.83)  0.28
C (-2.19, -0.87, 5.61)  -1.54
C (-2.78, -1.19, 4.23)  1.28
C (-2.49, -2.55, 3.65)  -0.28
O (-3.78, -3.00, 3.14)  -0.32
C (-4.75, -2.29, 3.80)  0.58
O (-5.95, -2.50, 3.72)  -0.62
O (-4.20, -1.25, 4.42)  -0.38
H (-2.62, 0.03, 6.06)  0.35
H (-1.12, -0.67, 5.61)  0.13
H (-2.34, -1.64, 6.37)  0.44
H (-2.62, -0.32, 3.59)  -0.20
H (-2.22, -3.15, 4.52)  0.50
H (-1.66, -2.55, 2.96)  0.13
C (0.54, 0.29, 0.87)  -1.52
C (0.50, -0.09, -0.58)  1.18
C (0.01, -1.59, -0.71)  -0.16
O (-0.73, -1.48, -1.92)  0.16
C (-1.13, -0.10, -2.10)  -0.16
O (-1.86, 0.37, -2.98)  -0.49
O (-0.58, 0.65, -1.16)  -0.07
H (0.92, 1.31, 0.94)  0.51
H (1.24, -0.40, 1.35)  0.40
H (-0.48, 0.30, 1.24)  -0.14
H (1.41, 0.17, -1.12)  -0.22
H (-0.51, -2.02, 0.14)  -0.31
H (1.01, -2.02, -0.83)  0.53
Cl (-2.18, 6.60, 0.01)  -0.20
C (-3.24, 5.73, 1.12)  -0.23
C (-2.70, 5.68, 2.54)  -0.65
Cl (-1.07, 5.08, 2.85)  -0.08
H (-3.27, 4.72, 0.72)  0.07
H (-4.28, 6.03, 1.07)  0.37
H (-3.42, 5.30, 3.26)  0.40
H (-2.65, 6.68, 2.97)  0.31
Cl (5.49, -2.25, 3.09)  -0.21
C (4.66, -2.45, 4.67)  0.29
C (5.82, -2.41, 5.62)  -0.47
Cl (6.37, -0.79, 5.92)  -0.17
H (4.09, -3.37, 4.55)  0.35
H (4.08, -1.53, 4.65)  -0.48
H (6.68, -3.00, 5.31)  0.34
H (5.67, -2.69, 6.66)  0.33
Cl (2.79, 4.67, 1.81)  -0.09
C (3.01, 6.36, 1.11)  -0.76
C (1.87, 7.24, 1.40)  0.02
Cl (2.11, 8.71, 0.37)  -0.20
H (3.11, 6.26, 0.03)  0.28
H (3.96, 6.74, 1.50)  0.43
H (1.92, 7.50, 2.46)  0.33
H (0.98, 6.75, 1.03)  0.01
Cl (-2.16, 3.25, -7.08)  -0.17
C (-1.16, 1.91, -7.37)  -0.38
C (-1.62, 0.72, -6.55)  0.33
Cl (-3.00, -0.19, -7.27)  -0.20
H (-0.16, 2.25, -7.12)  0.22
H (-1.23, 1.68, -8.43)  0.37
H (-1.87, 1.17, -5.59)  -0.19
H (-0.88, -0.04, -6.29)  0.08
Cl (-2.81, -4.30, -4.22)  -0.22
C (-1.16, -3.72, -4.13)  0.76
C (-0.05, -4.73, -4.45)  -0.46
Cl (1.51, -3.86, -4.32)  -0.17
H (-1.13, -3.35, -3.11)  -0.52
H (-1.06, -2.88, -4.82)  -0.03
H (-0.24, -4.94, -5.50)  0.31
H (0.03, -5.70, -3.97)  0.37
Cl (-5.12, 3.61, -2.98)  -0.21
C (-5.19, 1.87, -3.29)  0.30
C (-5.27, 1.42, -4.74)  -0.26
Cl (-5.36, -0.28, -4.88)  -0.15
H (-5.94, 1.57, -2.56)  0.33
H (-4.27, 1.40, -2.93)  -0.42
H (-4.55, 1.80, -5.45)  0.07
H (-6.25, 1.79, -5.04)  0.37
Cl (-0.51, 1.62, 3.95)  -0.09
C (1.08, 1.94, 4.82)  -0.47
C (2.00, 0.83, 4.27)  -0.23
Cl (1.51, -0.85, 4.77)  -0.24
H (0.93, 1.99, 5.90)  0.41
H (1.40, 2.85, 4.31)  0.22
H (3.05, 0.94, 4.57)  0.50
H (2.15, 0.95, 3.20)  -0.02
Cl (4.95, 1.73, 1.09)  -0.06
C (6.67, 1.88, 1.50)  -0.58
C (7.04, 0.84, 2.62)  -0.06
Cl (8.76, 1.09, 3.11)  -0.21
H (6.74, 2.93, 1.80)  0.34
H (7.24, 1.60, 0.62)  0.32
H (6.86, -0.19, 2.31)  0.15
H (6.37, 0.87, 3.49)  0.10
Cl (1.30, 4.83, -1.80)  -0.12
C (0.08, 3.98, -2.79)  0.47
C (-1.10, 4.95, -3.08)  0.54
Cl (-0.95, 6.03, -4.51)  -0.20
H (-0.14, 3.02, -2.31)  -0.66
H (0.53, 3.80, -3.76)  0.22
H (-1.38, 5.50, -2.18)  -0.27
H (-1.98, 4.33, -3.26)  0.04